No. 1
36
Properties=species:S:1:pos:R:3:forces:R:3 method="wB97M-V/def2-TZVPD" charge=-1 max_force_ev_per_a=2.8
C -0.81238 1.10725 -0.48434 -0.25 -0.70 0.98
C -2.13481 1.56006 -1.34546 -0.02 0.65 -0.18
N -1.83067 2.57791 -2.45304 -0.87 -1.63 -0.07
In -0.14038 1.83844 -3.61572 0.39 0.42 0.16
C -0.25076 -0.42460 -3.47917 -0.67 -1.25 0.42
C -0.02693 -1.21112 -4.90001 1.23 -0.15 2.09
C 1.34392 -2.11580 -4.75970 0.78 -0.73 -0.31
Cl -1.44149 -2.45971 -5.01808 0.60 0.64 -0.54
H -0.44326 -0.00182 -0.71975 -0.89 2.40 0.31
H -1.09994 1.08880 0.67365 0.62 0.17 -2.76
H 0.12136 1.80337 -0.60734 -1.97 -1.10 0.02
H -2.66029 0.65668 -1.87211 0.88 1.20 1.56
H -2.87581 2.09276 -0.59167 1.23 -1.31 -1.29
H -2.63641 2.44864 -3.13184 1.07 0.39 1.05
H 1.33314 2.51163 -2.76370 -0.30 -0.30 -0.26
H -0.17518 2.47754 -5.31041 -0.12 -0.27 0.30
H 0.51213 -0.74507 -2.62193 -1.46 0.30 -2.12
H -1.32462 -0.72378 -3.05220 2.31 0.74 -1.00
H -0.06215 -0.52791 -5.85379 -0.02 -1.54 1.94
H 2.05526 -2.00902 -5.69042 -1.39 -0.09 1.70
H 1.10420 -3.28196 -4.67678 0.30 2.66 -0.18
H 1.98437 -1.84947 -3.79201 -1.58 -0.29 -2.16
C 1.51007 -1.46823 5.04693 0.01 0.17 0.46
C 1.09655 -1.33870 3.78482 0.78 -1.58 -1.02
C 0.24176 -0.19405 3.36441 -0.64 0.64 -0.91
O -0.10695 -0.09153 2.19355 0.58 -0.58 1.35
C -0.15925 0.78024 4.39131 0.00 -0.09 -0.21
C 0.25153 0.64863 5.65408 -0.75 1.35 0.71
C 1.12871 -0.48060 6.06823 0.56 -0.66 0.44
O 1.50511 -0.56471 7.23244 -0.39 0.31 -0.59
O -0.12383 1.55913 6.62480 0.88 -1.50 -0.57
O 1.44878 -2.26445 2.81991 -0.89 1.68 0.86
H 2.13353 -2.29404 5.36577 -0.03 0.06 -0.02
H -0.79524 1.59745 4.07597 0.05 -0.04 -0.01
H 0.30130 1.24721 7.45334 -0.16 0.12 -0.38
H 1.02863 -1.94918 1.99023 0.16 -0.09 0.24

=====

No. 2
39
Properties=species:S:1:pos:R:3:forces:R:3 method="wB97M-V/def2-TZVPD" charge=+1 e_above_lowest_kcal_mol=50.2 max_force_ev_per_a=1.1
Pt 1.01841 0.20702 -0.02627 -0.33 0.17 -1.04
C -0.90555 2.40232 1.25418 0.08 0.11 0.05
C -0.92564 0.98654 1.83395 -0.08 -0.08 0.13
N 0.39611 0.27601 1.92829 -0.02 -0.08 0.69
C 0.15849 -1.13773 2.35247 -0.04 0.02 -0.02
C -0.43188 -1.89523 1.18804 -0.02 -0.06 -0.13
C -1.20688 -3.03735 1.23292 0.04 0.06 -0.03
C -1.60340 -3.60783 0.02951 -0.08 -0.13 0.02
C -1.23753 -3.04881 -1.18817 0.00 0.00 0.02
C -0.46028 -1.90716 -1.17982 -0.08 -0.10 0.07
C 0.09714 -1.18433 -2.38226 -0.06 0.04 0.02
N 0.38284 0.23179 -2.01532 0.11 0.04 0.03
C -0.90180 1.01442 -1.92486 0.06 -0.04 -0.03
C -0.82299 2.42611 -1.31765 -0.05 0.00 -0.02
N -0.22504 2.55656 -0.00764 0.23 0.09 -0.17
N -0.10053 -1.37537 -0.00407 0.03 -0.14 0.13
H -0.40886 3.06236 1.96751 -0.02 0.01 0.01
H -1.95386 2.72579 1.21383 0.00 0.00 -0.02
H -1.56372 0.35583 1.21470 -0.01 -0.04 0.03
H -1.38241 1.01880 2.82776 0.05 0.03 0.03
H 1.00892 0.72600 2.60580 0.01 0.01 -0.03
H -0.49798 -1.18253 3.22325 0.00 -0.01 0.02
H 1.12223 -1.57595 2.61568 0.02 0.01 -0.02
H -1.49015 -3.47782 2.17841 0.01 0.01 0.01
H -2.20735 -4.50562 0.04016 0.01 0.01 0.00
H -1.54808 -3.50321 -2.11849 0.02 0.03 -0.02
H -0.59703 -1.24120 -3.22306 0.02 -0.02 -0.03
H 1.04068 -1.65018 -2.66949 0.00 -0.01 -0.01
H 1.01103 0.64373 -2.70103 0.00 0.00 0.00
H -1.58568 0.40001 -1.33706 -0.01 -0.01 -0.02
H -1.32774 1.10449 -2.92841 0.00 -0.02 -0.02
H -1.85412 2.80496 -1.34193 0.01 -0.01 -0.01
H -0.24868 3.05895 -1.99592 0.00 0.01 0.01
H 0.48755 3.26451 0.01745 0.02 -0.01 0.00
O 4.15045 0.13003 -0.94991 -0.14 -0.05 -0.17
Cl 3.81462 0.98428 0.13453 0.69 0.55 0.35
O 3.56959 0.23178 1.33261 0.10 0.07 0.08
O 4.74477 2.03836 0.31943 -0.23 -0.32 -0.02
O 2.48434 1.67967 -0.19908 -0.30 -0.17 0.12

=====

No. 3
57
Properties=species:S:1:pos:R:3:forces:R:3 method="wB97M-V/def2-TZVPD" charge=-3 max_force_ev_per_a=2.2 multiplicity=4
V 1.26863 -1.16573 -1.14046 0.77 0.25 -0.30
P 3.00654 -0.80530 0.48870 -0.19 1.01 -1.90
O 2.52223 0.53787 -0.23766 0.26 0.08 0.66
O 1.55285 -1.27874 0.92857 0.05 -1.00 1.02
O 4.04737 -0.66945 1.56774 -0.13 0.07 0.40
O 3.32384 -1.67545 -0.76240 -0.05 -0.41 0.54
C -1.98614 -0.77023 3.81016 -0.03 -0.15 1.48
C -0.73531 -0.25070 3.17428 0.44 0.42 -0.74
C -0.58526 1.26261 3.29989 0.73 -0.08 1.14
N 0.54175 1.78717 2.49793 0.43 0.38 -0.53
C 1.83879 1.01822 2.70478 -0.39 0.40 0.48
C 0.83368 3.21847 2.84944 0.02 0.99 -0.48
C 0.54672 4.04244 1.60413 -0.26 -0.05 -0.57
C 0.77315 3.03926 0.46388 0.41 0.62 -0.66
C 0.20746 1.75813 1.01045 -0.23 0.60 -0.23
H -2.07283 -1.84932 3.69610 -0.25 0.05 -0.56
H -2.87034 -0.22694 3.48735 -0.17 -0.28 -0.28
H -1.92279 -0.67186 4.91319 -0.07 0.30 -0.21
H -0.67519 -0.54659 2.12717 -0.06 0.00 -0.15
H 0.15850 -0.67827 3.63462 -0.22 -0.17 0.01
H -0.28104 1.48598 4.33822 -0.32 -0.05 -0.06
H -1.43257 1.91133 3.06968 -0.30 -0.46 -0.18
H 2.56447 1.40715 1.99275 -0.04 -0.16 -0.11
H 1.67320 -0.03941 2.49026 0.16 0.11 -0.07
H 2.13164 1.26705 3.73079 0.09 -0.37 0.00
H 1.89262 3.33507 3.05744 0.02 -0.35 0.33
H 0.23938 3.57016 3.69062 0.03 -0.34 0.21
H 1.19777 4.91014 1.47901 0.00 -0.01 0.32
H -0.49009 4.40264 1.62462 0.07 -0.08 -0.13
H 1.81627 2.97240 0.13822 0.06 -0.36 0.48
H 0.26889 3.35547 -0.45243 -0.23 -0.21 0.10
H 0.65298 0.85601 0.64307 0.32 -0.51 -0.65
H -0.86350 1.81518 0.80672 -0.19 -0.51 0.73
C -0.18219 -4.09859 -4.25119 0.51 -0.27 0.37
F -1.50725 -4.14602 -4.25099 -0.83 -0.15 -0.01
F 0.23716 -5.01798 -5.16068 -0.06 -0.02 -0.02
F 0.16555 -2.91231 -4.70149 0.34 0.59 -0.30
S 0.53457 -4.45466 -2.54975 0.08 -0.40 -0.07
O 1.61157 -5.36907 -2.86520 0.09 0.22 0.06
O 0.94075 -3.14580 -2.08026 -0.28 -0.15 -0.12
O -0.57525 -5.05893 -1.84813 -0.01 0.03 0.04
C -2.89716 -2.42345 -0.73020 0.07 0.38 0.09
F -2.67202 -3.14243 -1.81616 -0.36 0.00 -0.17
F -4.23414 -2.37689 -0.48394 -0.03 -0.34 -0.23
F -2.32735 -3.03158 0.29823 0.10 -0.45 0.59
S -2.27151 -0.72021 -0.86804 -1.06 0.71 0.39
O -2.80663 -0.08043 0.32024 0.21 -0.03 0.60
O -0.85342 -0.88542 -0.87302 0.95 -0.07 0.09
O -2.84897 -0.22829 -2.07388 -0.57 0.10 -0.89
C -0.77173 1.40282 -4.15397 -0.02 -0.17 -0.21
F -1.28291 2.17828 -3.17878 0.12 -0.12 -0.14
F -1.46312 0.27094 -4.21749 -0.05 0.19 -0.16
F -0.98921 2.06084 -5.33401 -0.07 0.11 0.42
S 1.02945 1.01944 -3.98265 0.21 0.21 0.07
O 1.31636 0.67537 -5.34949 0.31 -0.37 -0.51
O 1.63734 2.24351 -3.52618 -0.16 0.34 0.16
O 1.06642 -0.08390 -3.04975 -0.20 -0.10 -0.16

=====

These records have total energy values of -39071.43907, -41605.19916, -131750.76022 eV, in the order they appear.